C36H46As2BaO9S3Si | ωB97M-V with the def2-TZVPD basis set

Geometry as XYZ:
```
98
C36H46As2BaO9S3Si, DFT ωB97M-V with the def2-TZVPD basis set
Ba -0.82505 0.77324 -0.07434
O -2.25108 3.40285 3.69035
As -2.07588 2.54170 2.13086
O -0.79478 3.23039 1.34977
O -1.95803 0.93499 2.41425
C -3.92664 2.85637 1.48202
C -4.63279 3.74531 2.29088
C -6.00258 3.95312 2.14565
C -6.70253 3.24952 1.18862
C -6.01392 2.38056 0.35160
C -4.65060 2.18078 0.47417
S -3.87045 1.28063 -0.89805
O -3.38767 -0.00436 -0.40351
O -4.84489 1.19629 -1.95395
O -2.75538 2.20037 -1.13129
H -1.38173 3.35488 4.10905
H -4.10510 4.27555 3.06798
H -6.50757 4.65969 2.79382
H -7.77000 3.38864 1.06483
H -6.52922 1.86789 -0.45042
C -2.44097 -2.44943 2.19198
C -1.38845 -3.19081 1.37198
C -1.94778 -3.51443 -0.01223
C -0.94894 -4.47190 2.07816
O -0.25852 -2.34773 1.13120
Si 0.98776 -1.87302 2.10838
S 1.94957 -0.23178 1.32352
O 0.25133 -1.70730 3.58097
C 0.75875 -1.49551 4.88357
C 2.04949 -0.68014 4.87019
C 1.00025 -2.85750 5.53604
C -0.33269 -0.73098 5.62991
O 2.03012 -3.14429 2.40079
C 3.01084 -3.69848 1.52656
C 4.31684 -2.92278 1.67429
C 2.53499 -3.68744 0.07496
C 3.20586 -5.13913 1.99959
H -3.34474 -3.06103 2.26701
H -2.70155 -1.50667 1.70920
H -2.06910 -2.22649 3.19035
H -2.76774 -4.23383 0.05834
H -1.15973 -3.92488 -0.64576
H -2.32145 -2.60470 -0.48536
H -1.80925 -5.12998 2.22413
H -0.50899 -4.24194 3.04970
H -0.20294 -4.99544 1.47662
H 2.84854 -1.23581 4.37606
H 2.35555 -0.45244 5.89556
H 1.90089 0.24657 4.31680
H 1.72031 -3.42050 4.94099
H 0.06428 -3.41968 5.57603
H 1.38177 -2.73822 6.55427
H -0.53442 0.20700 5.11085
H -0.03610 -0.52753 6.66265
H -1.25591 -1.31366 5.63282
H 4.14829 -1.87824 1.41373
H 5.08459 -3.34578 1.02025
H 4.66770 -2.97924 2.70836
H 2.42730 -2.66671 -0.29623
H 1.56094 -4.17272 -0.00618
H 3.24636 -4.22274 -0.55934
H 3.47634 -5.14607 3.05779
H 3.99702 -5.63013 1.42695
H 2.27792 -5.70124 1.87716
S 0.06049 -1.51421 -2.52749
C 0.72146 -0.93638 -4.02521
C 0.66602 -1.75382 -5.17835
C 1.17651 -1.34968 -6.39408
C 1.77984 -0.10039 -6.53357
C 1.85360 0.72185 -5.42104
C 1.34366 0.31995 -4.18978
As 1.36978 1.49300 -2.63703
C -0.15600 2.62652 -3.10033
C -1.14113 2.19742 -3.98590
C -2.24999 2.99463 -4.23218
C -2.38292 4.22221 -3.60094
C -1.41622 4.64585 -2.70133
C -0.31318 3.84571 -2.44284
C 2.82004 2.70647 -3.18287
C 2.66163 3.83712 -3.97945
C 3.75540 4.62628 -4.31144
C 5.02268 4.29185 -3.85334
C 5.18988 3.16836 -3.05597
C 4.09402 2.38595 -2.71809
H 0.19606 -2.72443 -5.07740
H 1.10422 -2.01453 -7.24904
H 2.18055 0.22382 -7.48651
H 2.32011 1.69651 -5.50844
H -1.04732 1.23146 -4.46745
H -3.02743 2.64021 -4.89764
H -3.26104 4.83098 -3.77996
H -1.53606 5.58303 -2.17168
H 0.41857 4.16274 -1.70646
H 1.67487 4.10090 -4.34110
H 3.61563 5.50421 -4.93176
H 5.87496 4.90904 -4.11225
H 6.17365 2.90448 -2.68632
H 4.21925 1.51924 -2.07771
```

Values from the calculation:
- HOMO (eV) = -2.0
- calculated total energy (Eh) = -8058.1053
- charge = -2

---

C36H46IN3Se2V | ωB97M-V with the def2-TZVPD basis set

Geometry as XYZ:
```
89
C36H46IN3Se2V, DFT ωB97M-V with the def2-TZVPD basis set
V -0.51340 1.53461 -0.39021
C 0.76741 5.46234 0.82790
Se 1.14943 3.56734 0.98772
C 0.56309 3.37197 2.83071
C -0.94380 3.38991 2.96398
Se -1.74361 1.81411 2.15609
C -3.54711 2.52175 2.08186
H 1.34932 5.96851 1.59389
H -0.29309 5.67154 0.93905
H 1.10437 5.77374 -0.15757
H 0.99874 4.19653 3.39802
H 1.00454 2.44996 3.21399
H -1.37714 4.25611 2.46215
H -1.25698 3.40291 4.00907
H -3.57049 3.46863 1.54979
H -3.88945 2.64614 3.10592
H -4.17066 1.78738 1.57662
C -5.45062 -3.43393 -0.28531
C -4.01079 -3.83584 -0.63972
C -3.97959 -4.44918 -2.04659
C -3.51412 -4.86957 0.36766
C -3.15690 -2.57636 -0.62954
C -3.40372 -1.54571 -1.53399
C -2.63448 -0.40686 -1.51931
N -1.61773 -0.22501 -0.65913
C -1.36030 -1.21225 0.22646
C -2.10447 -2.37626 0.25971
C -0.15098 -1.01112 1.07327
C 0.32243 -1.96253 1.94948
C 1.52813 -1.77369 2.62921
C 2.22481 -0.60807 2.33456
C 1.68745 0.31599 1.46090
N 0.50417 0.15226 0.86194
C 2.04498 -2.83758 3.58704
C 0.93849 -3.19735 4.58770
C 3.27556 -2.35823 4.35402
C 2.41768 -4.07616 2.75764
H -6.08863 -4.31661 -0.31140
H -5.85785 -2.71191 -0.99200
H -5.50900 -3.00446 0.71546
H -4.56921 -5.36503 -2.04991
H -2.96373 -4.70219 -2.35166
H -4.40604 -3.78453 -2.79655
H -4.13484 -5.76159 0.29959
H -3.58313 -4.50765 1.39481
H -2.48537 -5.17563 0.17032
H -4.19778 -1.61699 -2.26300
H -2.80760 0.39987 -2.21781
H -1.85966 -3.13897 0.97937
H -0.23209 -2.87519 2.09933
H 3.18582 -0.39993 2.77894
H 2.22926 1.22240 1.21840
H 0.60137 -2.32270 5.14466
H 1.32379 -3.92197 5.30375
H 0.07359 -3.65145 4.10496
H 3.08141 -1.44297 4.91524
H 4.13051 -2.18864 3.69865
H 3.56855 -3.12432 5.07035
H 1.55550 -4.47995 2.22567
H 2.79419 -4.85598 3.41859
H 3.19523 -3.84742 2.02865
I -2.03701 2.96703 -2.88658
C -1.94316 2.99135 -0.74520
H -2.96812 2.78529 -0.44969
H -1.66539 4.00287 -0.45284
N 0.76085 1.68311 -1.54858
C 1.69532 1.76356 -2.42676
C 2.46322 3.00203 -2.54419
C 3.83938 2.94488 -2.77319
C 4.56438 4.11878 -2.88192
C 3.91155 5.34314 -2.80440
C 2.53959 5.40115 -2.59463
C 1.81310 4.23165 -2.44137
C 1.92814 0.59660 -3.28886
C 2.43970 0.75766 -4.57576
C 2.61154 -0.34705 -5.39402
C 2.29621 -1.61379 -4.92539
C 1.79508 -1.78456 -3.63780
C 1.60337 -0.68392 -2.82696
H 4.33509 1.98648 -2.85004
H 5.63220 4.08232 -3.04098
H 4.47643 6.25792 -2.92094
H 2.03699 6.35887 -2.56507
H 0.73988 4.26140 -2.29650
H 2.67773 1.74668 -4.94518
H 2.99197 -0.21976 -6.39714
H 2.44601 -2.47476 -5.56191
H 1.56138 -2.77473 -3.27229
H 1.21910 -0.80637 -1.82115
```

Values from the calculation:
- multiplicity = 2
- HOMO (alpha / beta) (eV) = -13.5 / -13.7
- <S²> = 0.882
- calculated total energy (Eh) = -7607.7796
- charge = +2

---

> Which value of charge does entry 2 give?

+2

---

> Look up the calculated total energy of the first one.

-8058.1053 Eh

---

> calculated total energy of number 2 (C36H46IN3Se2V)?

-7607.7796 Eh

---

> What is the calculated total energy in the second record?

-7607.7796 Eh